10 unconnected molecules or ions with the total composition C30H80O30S10, computed with wB97M-V/def2-TZVPD.

The geometry in XYZ format:
```
150
Properties=species:S:1:pos:R:3:lowdin_charge:R:1
O -13.31860 17.68962 13.01799 -0.3210
S -12.54724 18.15568 11.84319 0.6859
O -11.71248 19.35040 11.88543 -0.2936
O -11.60192 16.88056 11.39433 -0.2779
C -11.90878 15.61013 12.08070 -0.2296
C -10.72689 14.66776 11.88056 -0.0623
C -13.56972 18.20989 10.31991 -0.1126
H -12.90962 15.25016 11.84229 0.1128
H -11.94023 15.84000 13.14572 0.1045
H -10.85019 13.68009 12.32487 0.0816
H -9.77444 15.07995 12.21378 0.0891
H -10.49486 14.40185 10.84928 0.0207
H -12.85208 18.16783 9.50056 0.0633
H -14.20522 19.09460 10.35894 0.0515
H -14.13084 17.27861 10.39709 0.0444
O -10.37829 12.12148 10.13956 -0.3079
S -10.36343 12.30981 8.66359 0.6946
O -9.39132 11.58687 7.85306 -0.2866
O -11.88922 12.05240 8.08130 -0.2690
C -11.98140 11.79719 6.72328 -0.3359
C -13.42153 11.75050 6.30478 -0.0492
C -10.12821 14.09754 8.26900 -0.0917
H -11.54484 10.82680 6.48696 0.1212
H -11.52018 12.46568 5.99629 0.1242
H -13.93943 12.70959 6.30966 0.0591
H -13.86291 11.16568 7.11179 0.0766
H -13.56976 11.19190 5.38061 0.0943
H -9.33166 14.51772 8.88305 0.0752
H -11.07286 14.60194 8.47227 0.0571
H -9.83492 14.10596 7.21923 0.0603
O -16.34339 20.40949 10.02956 -0.2757
S -17.10640 19.21114 10.26372 0.6663
O -16.57328 17.95838 9.77743 -0.3027
O -17.38598 19.05994 11.93697 -0.2465
C -18.01747 17.88795 12.39617 -0.3129
C -16.96339 16.99889 13.03011 -0.0600
C -18.78573 19.53862 9.65604 -0.1032
H -18.56567 17.38253 11.60110 0.1044
H -18.79518 18.10102 13.12957 0.1221
H -16.36441 16.53084 12.24893 0.0696
H -17.57394 16.29960 13.60136 0.0771
H -16.35268 17.53521 13.75640 0.0877
H -19.40678 18.64330 9.68430 0.0677
H -18.64857 19.76215 8.59806 0.0531
H -19.29493 20.34174 10.18877 0.0802
O -10.48060 17.98673 2.65660 -0.3091
S -10.61608 18.18383 4.14235 0.7116
O -9.70558 19.03405 4.81099 -0.2746
O -12.23553 18.55348 4.59292 -0.2801
C -13.11328 18.78514 3.53048 -0.3412
C -13.88492 17.58650 3.01468 -0.0606
C -10.50123 16.50498 4.99993 -0.0881
H -12.64677 19.38915 2.75225 0.1166
H -13.92342 19.44761 3.83528 0.1080
H -13.17156 17.00174 2.43392 0.0728
H -14.52429 18.02086 2.24615 0.0878
H -14.37821 16.93425 3.73533 0.0661
H -9.61000 16.08248 4.53592 0.0642
H -11.36926 16.00851 4.56618 0.0433
H -10.47011 16.62623 6.08272 0.0623
O -16.23707 10.58588 10.11769 -0.3050
S -14.93374 10.73990 10.78927 0.6455
O -14.80395 10.64065 12.20341 -0.2512
O -13.92736 9.63103 10.08231 -0.2432
C -12.63999 9.55037 10.63714 -0.2707
C -11.64479 9.01685 9.53916 -0.0342
C -14.27940 12.27277 10.20937 -0.1244
H -12.66013 8.78406 11.41203 0.1153
H -12.34612 10.43412 11.20347 0.1025
H -11.43678 9.75969 8.76908 0.0305
H -11.87040 8.07799 9.03345 0.0823
H -10.65430 8.95246 9.98957 0.0808
H -14.98860 13.08879 10.34808 0.0557
H -14.17479 12.29903 9.12472 0.0459
H -13.26264 12.42584 10.57112 0.0649
O -18.54108 17.94293 6.60417 -0.3128
S -18.19684 18.24233 5.19765 0.7037
O -16.91738 18.79380 4.76159 -0.2908
O -18.64866 16.94991 4.25384 -0.2530
C -17.59711 16.31973 3.58240 -0.2921
C -18.10061 14.85042 3.38873 -0.0335
C -19.54553 19.38560 4.65352 -0.1017
H -16.65153 16.35399 4.12352 0.0847
H -17.34469 16.82512 2.65022 0.1197
H -18.01638 14.34287 4.34967 0.0590
H -17.45423 14.14191 2.87075 0.0796
H -19.11999 14.83818 3.00297 0.0820
H -20.51966 19.05040 5.00961 0.0693
H -19.51844 19.56271 3.57835 0.0696
H -19.39648 20.37310 5.09025 0.0656
O -18.44380 9.05509 13.35262 -0.3046
S -18.71545 10.47686 13.66852 0.7005
O -17.89069 11.26585 14.65407 -0.3107
O -18.74425 11.28859 12.21604 -0.3002
C -18.94909 12.72255 12.27378 -0.2121
C -17.69117 13.34839 11.47350 -0.0310
C -20.42982 10.59259 14.08070 -0.1231
H -18.98826 13.03183 13.31824 0.0980
H -19.88593 12.93210 11.75751 0.1142
H -17.76151 14.43164 11.37495 0.0567
H -17.61314 12.92614 10.47164 0.0370
H -16.75866 13.11735 11.98842 0.0705
H -20.45908 10.06154 15.03214 0.0782
H -21.02665 10.02502 13.36673 0.0687
H -20.72043 11.64155 14.13841 0.0713
O -22.14485 7.25601 9.66944 -0.3131
S -20.67739 7.34149 9.63791 0.6773
O -19.90871 6.29486 8.95131 -0.3092
O -20.25147 8.84043 9.16479 -0.2806
C -18.87142 9.03108 8.84482 -0.2572
C -18.67860 10.48800 8.33433 -0.0581
C -20.13686 7.47632 11.42975 -0.0946
H -18.53072 8.27187 8.14082 0.1139
H -18.33309 8.77779 9.75814 0.1046
H -19.16209 10.65795 7.37233 0.0784
H -17.61344 10.56076 8.11468 0.0573
H -18.98460 11.20391 9.09717 0.0676
H -19.07698 7.26201 11.56698 0.0646
H -20.83455 6.79886 11.92206 0.0642
H -20.46806 8.48645 11.67069 0.0365
O -12.51483 21.98051 3.73260 -0.3118
S -11.93977 22.41774 5.03048 0.6965
O -10.53694 22.61899 5.35655 -0.2912
O -12.87098 23.68763 5.52254 -0.2979
C -12.36445 24.48670 6.63483 -0.2776
C -13.50767 25.10615 7.35640 -0.0677
C -12.64109 21.20212 6.30650 -0.0790
H -11.62400 25.10462 6.12690 0.1276
H -11.89254 23.80864 7.34591 0.1054
H -14.17125 24.39029 7.84148 0.0849
H -14.06951 25.66220 6.60591 0.0834
H -13.08916 25.79707 8.08823 0.0882
H -12.66838 21.71590 7.26743 0.0507
H -12.02230 20.30684 6.24588 0.0475
H -13.68473 21.32295 6.01616 0.0602
O -14.11350 15.27691 8.66773 -0.3023
S -14.22030 15.63520 7.23467 0.7125
O -13.14560 15.26738 6.29277 -0.3179
O -15.65293 15.22077 6.47719 -0.2697
C -16.85527 15.20231 7.25120 -0.2672
C -17.18395 13.74363 7.63065 -0.0462
C -14.42569 17.48816 7.13500 -0.0776
H -17.52842 15.67588 6.53656 0.0850
H -17.13120 15.89484 8.04641 0.1130
H -17.14993 13.12534 6.73362 0.0769
H -18.25221 13.67143 7.83490 0.0815
H -16.61382 13.31965 8.45726 0.0575
H -13.43540 17.91391 7.29676 0.0535
H -14.92155 17.86785 8.02834 0.0299
H -14.90806 17.93686 6.26662 0.0570
```

- molar mass (g mol⁻¹) = 1241.6
- HOMO level (Eh) = -0.395
- LUMO energy (eV) = -0.38
- ΔE to the lowest compared entry with this formula, charge and spin (eV) = 6.137
- orbital gap (hartree) = 0.381
- net charge = 0
- structure (SMILES) = CCOS(C)(=O)=O.CCOS(C)(=O)=O.CCOS(C)(=O)=O.CCOS(C)(=O)=O.CCOS(C)(=O)=O.CCOS(C)(=O)=O.CCOS(C)(=O)=O.CCOS(C)(=O)=O.CCOS(C)(=O)=O.CCOS(C)(=O)=O

---

A single C7H10O molecule, computed with wB97M-V/def2-TZVPD.

The geometry in XYZ format:
```
18
Properties=species:S:1:pos:R:3:lowdin_charge:R:1
C -1.16449 0.23762 -1.11625 -0.2725
C 0.20290 -0.40379 -1.41750 -0.0998
C -1.24799 0.28414 0.46079 -0.0672
C -2.04422 0.60739 -1.98304 0.0248
C 0.10199 -0.20245 0.96475 -0.3914
C 1.26203 0.52047 0.77384 -0.1185
C 2.26363 -0.02128 1.73285 -0.1276
O 0.79348 -0.74868 -0.16533 -0.0876
H 0.82956 0.19568 -2.20905 0.1765
H -0.01966 -1.32258 -1.88794 0.1106
H -1.60039 1.26035 0.89999 0.1300
H -2.14203 -0.45789 0.79542 0.1544
H -1.78887 0.46909 -3.04342 0.0764
H -3.05595 0.96044 -1.71594 0.0810
H -0.06376 -0.89701 1.83412 0.1603
H 1.90535 -0.19397 2.78263 0.0765
H 3.16954 0.70841 1.93161 0.0961
H 2.59890 -0.99594 1.36247 0.0779
```

- molar mass (g mol⁻¹) = 110.2
- HOMO level (Eh) = -0.285
- LUMO energy (eV) = 0.90
- ΔE to the lowest compared entry with this formula, charge and spin (eV) = 5.846
- orbital gap (hartree) = 0.319
- net charge = 0

---

A molecular structure, C15H13N3O6Ru, computed with wB97M-V/def2-TZVPD.

The geometry in XYZ format:
```
38
Properties=species:S:1:pos:R:3:lowdin_charge:R:1
Ru 0.68162 0.09389 0.19743 1.5090
O -0.81428 5.51029 -1.57587 0.1323
C -0.18808 4.50529 -0.99007 -0.2656
C -0.49588 4.05749 0.30683 0.0864
C 0.15722 2.94109 0.77753 -0.1655
N 1.06132 2.29029 0.06623 0.0350
C 1.37732 2.71669 -1.14657 -0.1479
C 0.80042 3.82199 -1.72587 0.1017
C 2.33902 1.70439 -1.89467 -0.6135
O 3.14822 2.16789 -2.64957 0.1335
O 2.05922 0.52549 -1.56867 -0.0735
C -0.21358 2.22769 2.14513 -0.6155
O -0.87868 2.86329 2.92113 0.1142
O 0.21692 1.05199 2.19653 -0.0705
H -1.51668 5.89279 -1.02957 0.1400
H -1.23638 4.55479 0.91463 0.1367
H 1.05652 4.15219 -2.72117 0.1451
C -3.19438 -0.43831 1.28983 0.0418
C -2.13308 -0.67661 0.26323 -0.4867
O -1.51488 0.26689 -0.26157 -0.0471
N -1.90288 -1.94701 -0.09887 0.1023
C -0.86368 -2.33911 -1.03757 -0.0980
C 0.32772 -2.95421 -0.33597 -0.2513
C 0.60452 -4.31031 -0.41497 0.0137
C 1.72962 -4.80151 0.22963 -0.0091
C 2.52992 -3.93141 0.95243 -0.0108
C 2.18372 -2.58891 0.99013 -0.0802
N 1.11312 -2.12261 0.35543 -0.0110
H -3.50988 0.60139 1.25553 0.1050
H -2.77748 -0.62541 2.28003 0.1112
H -4.05058 -1.09081 1.14053 0.0972
H -2.42848 -2.68651 0.34733 0.1685
H -0.52758 -1.43371 -1.58207 0.1254
H -1.28628 -3.04461 -1.75567 0.1411
H -0.03018 -4.96451 -0.99067 0.1259
H 1.98172 -5.84791 0.15733 0.1265
H 3.41402 -4.28061 1.45953 0.1231
H 2.78062 -1.86171 1.53303 0.1305
```

- multiplicity = 2
- molar mass (g mol⁻¹) = 432.4
- HOMO level (spin up / spin down) (Eh) = -0.455 / -0.455
- LUMO energy (spin up / spin down) (eV) = -6.11 / -5.91
- ΔE to the lowest compared entry with this formula, charge and spin (eV) = 3.453
- orbital gap (spin up / spin down) (hartree) = 0.230 / 0.238
- net charge = +1

---

A single CHBrS molecule, computed with wB97M-V/def2-TZVPD.

The geometry in XYZ format:
```
4
Properties=species:S:1:pos:R:3:lowdin_charge:R:1
C -0.07144 -0.07095 -0.13205 -1.3826
S -0.08566 -1.66428 -0.13798 0.6040
Br 1.25316 1.14956 -0.15052 0.6834
H -1.09606 0.58567 0.42056 0.0951
```

- molar mass (g mol⁻¹) = 125.0
- HOMO level (Eh) = -0.340
- LUMO energy (eV) = -0.77
- ΔE to the lowest compared entry with this formula, charge and spin (eV) = 0.625
- orbital gap (hartree) = 0.311
- net charge = 0
- structure (SMILES) = S=CBr

---

A molecular structure, C60H39F4MoN7O2P2S3, computed with wB97M-V/def2-TZVPD.

The geometry in XYZ format:
```
118
Properties=species:S:1:pos:R:3:lowdin_charge:R:1
Mo -1.59199 0.01805 0.78030 0.9955
S -1.83519 1.31668 3.01174 0.3114
P -0.06634 2.01509 2.29466 0.4545
C 0.45265 0.78807 1.14724 -0.6411
P 0.74214 1.49365 -0.41162 0.4822
S -1.11357 1.85718 -1.07353 0.4829
C 1.60043 0.40002 -1.58633 -0.3495
C 1.00050 -0.00405 -2.77862 -0.1392
C 1.68310 -0.83380 -3.65986 -0.0483
C 2.98224 -1.22788 -3.37451 -0.0513
C 3.60666 -0.77760 -2.21602 -0.0785
C 2.91720 0.02733 -1.31817 -0.0993
C 1.78420 2.97090 -0.52040 -0.3393
C 2.90413 3.10835 0.29770 -0.1014
C 3.77712 4.17018 0.10117 -0.0703
C 3.53124 5.08897 -0.91094 -0.0740
C 2.39976 4.96557 -1.70975 -0.0649
C 1.52452 3.90466 -1.51842 -0.0780
C -0.32165 3.76563 1.83911 -0.3533
C -1.54170 4.19490 1.32267 -0.1385
C -1.71000 5.51283 0.92595 -0.0710
C -0.66274 6.41714 1.05771 -0.0721
C 0.54601 6.00510 1.59948 -0.0660
C 0.71718 4.68379 1.98826 -0.0922
C 1.12812 2.15338 3.65436 -0.3572
C 2.32630 1.45010 3.62128 -0.0992
C 3.19923 1.51942 4.70572 -0.0694
C 2.86535 2.27832 5.81727 -0.0731
C 1.66496 2.98238 5.85348 -0.0706
C 0.79747 2.92336 4.77453 -0.0912
H 0.00115 0.32964 -3.01625 0.0583
H 1.19795 -1.16609 -4.57304 0.1070
H 3.51291 -1.87923 -4.05978 0.1153
H 4.63858 -1.04857 -2.01735 0.1055
H 3.40117 0.36602 -0.40627 0.0991
H 3.08211 2.39360 1.09601 0.0949
H 4.65081 4.27864 0.73411 0.1091
H 4.22575 5.90382 -1.08125 0.1061
H 2.20597 5.69405 -2.48803 0.1081
H 0.63304 3.80285 -2.13032 0.0913
H -2.35997 3.49627 1.25811 0.0492
H -2.65908 5.84202 0.51992 0.1037
H -0.79484 7.44990 0.75639 0.1064
H 1.35668 6.71312 1.72299 0.1096
H 1.66292 4.36647 2.40758 0.1040
H 2.55996 0.84311 2.75322 0.0833
H 4.13315 0.96934 4.67960 0.1032
H 3.54058 2.32065 6.66555 0.1066
H 1.40673 3.57344 6.72410 0.1066
H -0.14306 3.46417 4.78858 0.1109
C 0.51243 -3.07246 4.07030 -0.0356
O -0.86268 -3.37390 3.71816 0.0402
C -1.18199 -2.46831 2.79301 -0.3586
N -0.35971 -1.56975 2.45945 0.1181
C 0.79510 -1.71179 3.38092 -0.2122
C 2.21556 -1.73059 2.87532 -0.2182
C 2.58384 -1.84599 1.54457 -0.0299
C 3.92789 -2.00261 1.21132 -0.0645
C 4.90768 -2.01764 2.19305 -0.0738
C 4.54086 -1.88408 3.52875 -0.0806
C 3.20212 -1.75175 3.86366 -0.0690
C -2.55393 -2.50070 2.29929 -0.1547
C -3.42407 -3.50953 2.66435 0.0565
C -4.74873 -3.43048 2.28597 0.0106
C -5.13888 -2.33068 1.54811 0.0491
C -4.19144 -1.39244 1.19846 -0.1671
N -2.90147 -1.44326 1.55467 -0.0195
C -4.49846 -0.22255 0.39533 -0.3443
N -3.56497 0.56471 -0.00386 -0.0049
C -4.24905 1.65457 -0.78768 -0.2367
C -5.74220 1.27341 -0.66809 -0.0190
O -5.74657 0.05066 0.12289 0.0693
C -3.90282 1.72698 -2.25638 -0.3046
C -3.79169 0.55598 -3.00001 -0.0504
C -3.48470 0.61271 -4.35100 -0.0455
C -3.31493 1.84873 -4.96616 -0.0623
C -3.47636 3.02107 -4.23557 -0.0679
C -3.76961 2.95916 -2.87822 -0.0685
H 1.14693 -3.86135 3.67376 0.1410
H 0.59867 -3.04497 5.15174 0.1345
H 0.69814 -0.88910 4.09554 0.1460
H 1.82929 -1.82300 0.76843 0.0823
H 4.20372 -2.12390 0.17017 0.0946
H 5.95019 -2.14211 1.92554 0.1052
H 5.29624 -1.89339 4.30762 0.1063
H 2.91592 -1.66968 4.91074 0.1235
H -3.03979 -4.33745 3.24397 0.1387
H -5.45659 -4.20220 2.56119 0.1291
H -6.15724 -2.17451 1.21486 0.1359
H -4.04195 2.60543 -0.30401 0.1313
H -6.16817 1.04028 -1.63567 0.1357
H -6.34755 2.02487 -0.17054 0.1370
H -3.92287 -0.41425 -2.52479 0.1166
H -3.37542 -0.30297 -4.92269 0.1167
H -3.06233 1.89406 -6.01867 0.1115
H -3.36416 3.98414 -4.71909 0.1059
H -3.86451 3.87214 -2.29544 0.1153
S -1.13131 -1.54173 -0.94173 0.6406
F -2.30635 -4.47797 -2.22653 0.0708
C -1.10411 -4.72863 -2.79133 -0.1859
C -0.90487 -4.31352 -4.08159 -0.1583
F -1.94131 -3.73259 -4.71264 0.0828
C 0.33967 -4.45288 -4.73937 -0.0630
C 1.29214 -5.17222 -3.98837 -0.1582
C 1.08636 -5.55957 -2.68922 -0.1729
F 2.10570 -6.09411 -2.01072 0.1114
C -0.10497 -5.32253 -2.02017 -0.0795
C -0.19772 -5.25698 -0.51760 -0.1635
C -0.23271 -3.95199 -0.21403 -0.1211
N -0.15700 -2.76493 -0.32319 -0.2927
C -0.28920 -6.33828 0.40079 -0.1960
N -0.36621 -7.21638 1.14632 0.1310
F 2.49879 -5.40839 -4.52135 0.0934
C 0.62924 -3.86577 -6.01093 -0.2136
C 1.85203 -4.07836 -6.71874 -0.2582
N 2.82132 -4.19935 -7.34028 0.1150
C -0.21973 -2.89615 -6.62009 -0.2685
N -0.84932 -2.06022 -7.12082 0.1072
```

- multiplicity = 3
- molar mass (g mol⁻¹) = 1220.1
- HOMO level (spin up / spin down) (Eh) = -0.219 / -0.219
- LUMO energy (spin up / spin down) (eV) = -1.99 / -2.32
- ΔE to the lowest compared entry with this formula, charge and spin (eV) = 0.672
- orbital gap (spin up / spin down) (hartree) = 0.146 / 0.133
- net charge = 0

---

A single C2H6N2O2 molecule, computed with wB97M-V/def2-TZVPD.

The geometry in XYZ format:
```
12
Properties=species:S:1:pos:R:3:lowdin_charge:R:1
C -0.38811 -0.78194 1.93727 -0.1351
C 0.38709 -0.04925 -1.15238 -0.5487
H -0.15614 0.07397 2.54534 0.0477
H 0.73501 -0.99041 1.64829 0.1121
H -0.88080 -1.68382 2.65371 0.1547
H -0.88700 1.16149 -0.35917 0.1856
H 0.91988 0.73801 -2.91650 0.1771
H 0.64417 1.93852 -1.63381 0.0418
N -0.36316 0.25672 -0.09428 0.0062
N 0.44690 1.07612 -1.97059 0.1187
O -1.17161 -0.46362 0.81519 -0.1281
O 0.71378 -1.27579 -1.47307 -0.0319
```

- molar mass (g mol⁻¹) = 90.1
- HOMO level (Eh) = -0.357
- LUMO energy (eV) = 0.71
- ΔE to the lowest compared entry with this formula, charge and spin (eV) = 4.198
- orbital gap (hartree) = 0.383
- net charge = 0
- structure (SMILES) = CONC(N)=O